Below is a structure of composition C24H28CeN6O2S2 in a non-equilibrium geometry, with properties calculated with ωB97M-V with the def2-TZVPD basis set.

Calculated values
* energy: -2681.83148 Eh
* HOMO (spin up / spin down): -9.7 / -9.7 eV
* expectation value of S²: 0.751
* multiplicity: 2
* frontier orbital gap (spin up / spin down): 7.3 / 7.4 eV
* total charge: +1

```
63
Properties=species:S:1:pos:R:3:lowdin_charge:R:1
Ce 0.788 0.749 0.025 1.461
O 3.069 1.961 0.651 -0.017
C 2.672 2.464 -0.424 -0.630
O 2.363 1.708 -1.395 -0.094
C 1.977 3.800 -0.400 -0.191
C 2.532 5.060 -0.292 0.025
C 1.651 6.132 -0.220 -0.030
C 0.285 5.901 -0.228 -0.032
C -0.174 4.595 -0.310 -0.090
N 0.661 3.564 -0.408 0.070
H 3.602 5.205 -0.272 0.129
H 2.034 7.141 -0.155 0.119
H -0.420 6.718 -0.168 0.114
H -1.232 4.363 -0.305 0.116
N -2.796 1.601 -1.605 0.128
C -2.819 1.354 -0.268 -0.677
N -1.747 1.322 0.492 -0.008
C -2.116 1.152 1.829 -0.316
C -3.443 1.021 2.046 -0.322
S -4.308 1.153 0.563 1.120
C -1.078 1.205 2.867 -0.326
C -1.288 1.143 4.200 -0.324
S 0.198 1.372 5.050 1.110
C 1.023 1.505 3.545 -0.676
N 0.246 1.393 2.482 -0.020
N 2.347 1.701 3.466 0.141
H -1.925 1.451 -2.093 0.080
H -3.596 1.318 -2.149 0.101
H -3.957 0.882 2.980 0.085
H -2.216 1.013 4.727 0.083
H 2.910 1.760 4.295 0.114
H 2.778 1.886 2.566 0.078
C -2.149 -0.749 -4.047 -0.051
C -1.590 -1.694 -3.022 -0.271
C -1.927 -3.044 -3.045 -0.020
C -1.370 -3.919 -2.123 -0.255
C -1.711 -5.381 -2.163 -0.042
C -0.477 -3.449 -1.162 0.008
C -0.123 -2.097 -1.087 -0.266
C -0.708 -1.249 -2.051 -0.040
N 0.760 -1.533 -0.163 -0.170
C 1.648 -2.351 0.678 -0.621
C 0.921 -3.162 1.764 -0.025
C 2.571 -3.260 -0.139 -0.021
C 2.524 -1.332 1.406 -0.075
H -2.128 -1.193 -5.043 0.088
H -1.569 0.175 -4.104 0.073
H -3.192 -0.490 -3.847 0.077
H -2.606 -3.419 -3.800 0.119
H -2.485 -5.586 -2.901 0.076
H -2.068 -5.728 -1.193 0.085
H -0.839 -5.986 -2.419 0.088
H -0.062 -4.164 -0.474 0.090
H -0.437 -0.188 -2.158 0.071
H 0.368 -4.013 1.379 0.068
H 0.219 -2.532 2.316 0.088
H 1.651 -3.554 2.475 0.090
H 2.023 -4.004 -0.713 0.073
H 3.249 -3.795 0.528 0.092
H 3.176 -2.679 -0.837 0.095
H 1.937 -0.708 2.098 0.062
H 3.098 -0.699 0.715 0.084
H 3.271 -1.809 2.043 0.110
```